C25H54MgN5O11 | ωB97M-V with the def2-TZVPD basis set

The geometry in XYZ format:
```
96
Properties=species:S:1:pos:R:3:forces:R:3
H -2.087635 3.945961 1.667228 0.5110 0.4463 -0.1226
C 2.708904 2.563905 2.422292 1.5427 0.3532 -0.8560
H 4.499749 -3.194892 1.584827 -0.0286 0.7968 0.2534
H 1.830275 -3.549926 -0.659150 0.0530 -0.0813 -0.1335
C -3.532607 -2.961153 -3.111577 -1.3325 0.4161 -0.7788
C -0.521960 0.449715 0.900474 1.0165 -0.5358 -0.8316
O 2.628979 -2.925484 3.488404 0.3449 -0.0949 -0.4173
H -0.892718 -5.416793 -1.209931 0.4152 0.5778 -0.3808
C 1.519965 -2.763966 0.029374 0.5955 -0.5774 0.3035
H -3.976492 -3.467289 -3.968843 0.0168 0.1149 -0.1659
H 0.701792 3.443864 -0.521359 -0.0062 0.3597 -0.0137
C 4.758756 3.523407 1.521568 0.8096 -0.0997 0.1029
C 4.114699 1.279523 0.836995 -1.3530 -0.2371 0.7989
H 5.597251 3.069501 2.049763 0.6271 1.0828 0.1960
H -1.426848 0.745232 -1.104383 -0.2093 0.0791 0.3971
H -1.031913 -0.933912 -0.680306 -0.0160 0.0116 -0.0236
H -4.312518 -2.953793 -2.350135 0.0947 -0.1330 0.2840
C 2.197457 4.233700 -3.462441 0.4733 0.8646 -0.6335
H 0.249446 -3.988710 -4.663208 -0.1826 0.0701 0.6373
C 1.114228 -2.064224 -4.085876 -2.4248 -0.2801 -0.4585
H 4.011738 0.907203 -2.698662 0.2516 -0.0421 0.2725
H 0.168341 0.197791 -1.265607 0.5216 0.0926 0.6122
C 1.979027 -2.962848 2.462250 0.2031 0.6307 -0.2392
C -3.088967 -1.555012 -3.428253 0.1542 -0.1240 -0.2833
H -4.236770 -1.568639 2.770185 -0.0554 -0.0697 -0.0787
H 4.384922 4.471117 1.909114 0.2945 -0.1526 0.1925
H 3.241417 0.633266 0.925498 0.1055 -0.2141 0.0660
C -2.561650 4.009089 2.658951 -1.2123 -2.3094 -3.7970
N -3.331639 -0.813147 4.450482 2.3009 1.8798 -1.2028
H -4.581027 2.078602 4.137121 -0.5791 -0.0619 -0.3012
H -3.902466 -1.014709 -3.912395 0.0164 0.1474 0.2299
N 2.438422 -2.772462 1.180711 0.2778 -0.3124 -0.2891
H 4.091326 -3.274865 -0.083431 -0.4821 -0.4509 -0.0851
C -1.114044 -5.637179 -2.254223 -2.1075 -0.2868 -0.9380
O -0.226760 -0.422058 1.768385 0.1461 -1.7343 -0.1264
H -0.460400 -5.327821 -3.069786 0.7960 -0.2084 0.7859
C 1.194533 3.273312 -1.478556 -0.7105 -0.4812 0.1598
O -3.406356 -5.782809 -3.083395 3.1520 3.6479 1.0028
C -0.698275 0.101493 -0.611536 -0.6129 -0.1374 0.8440
O 2.272216 -1.642880 -3.504387 2.2220 1.3518 0.7932
C 1.140429 -3.561012 -4.203510 1.3319 -0.0114 -0.9218
H 2.655885 3.256257 -3.612614 0.0375 -0.0043 0.5398
H 0.349163 -1.755878 -3.373351 -0.7600 0.0860 -0.4493
H -5.199736 2.507598 1.319813 -0.1074 0.2193 0.3356
H 2.552434 3.536595 2.913805 0.2098 -0.1405 -0.1689
O -1.685251 0.778705 4.040066 0.9087 0.3495 -0.4310
H -2.619342 -1.043507 2.378791 0.2987 0.2458 0.6155
H 1.951724 2.509507 -1.301485 0.3297 0.0071 -0.1366
H -2.254953 -1.577814 -4.129681 0.0206 -0.0122 -0.0711
C 2.516927 -0.316795 -3.419014 0.0710 0.7370 -0.6849
H 1.925330 -3.791894 -4.923750 0.1680 -0.0983 -0.1770
H 1.201552 5.604547 -0.560594 -0.3646 0.6750 0.0473
O -2.413126 -3.682715 -2.701626 0.8646 -1.3839 0.4857
O -2.156511 4.580961 3.595452 1.5479 1.8915 3.1461
C -3.224655 -1.490739 3.167251 -0.5126 -0.2936 -0.5389
H -5.448363 3.631133 3.542555 -0.5661 -0.8072 0.3061
C 1.490029 5.704530 -1.618407 1.3373 0.5739 -1.4440
N 1.698872 4.451606 -2.109932 0.2631 -0.0863 -0.6222
C -2.467534 0.235995 4.799978 -3.2594 -3.3319 0.9153
H 3.607943 -0.425959 -1.573548 -0.1318 -0.0086 0.0048
H -4.330328 -0.829138 6.163276 -0.0896 -0.1300 0.5142
H 1.577520 -1.826478 -0.523708 -0.1202 0.1759 0.1514
N -3.676517 3.253530 2.596852 -0.9973 -0.1785 1.2059
H -1.353120 -6.699598 -2.301212 0.5513 -0.0449 -0.1361
H 5.065117 3.636527 0.481640 -0.2039 0.1631 -0.0199
H 1.526690 -3.997562 -3.282473 -0.7349 -0.2444 0.1488
H -3.769104 2.764432 0.426023 0.6247 0.6325 0.4417
O 1.929890 1.624862 2.600018 -1.0869 -0.7540 0.7880
H 0.887111 -3.084215 2.534373 -0.0621 -0.0837 -0.4840
H 1.478549 4.322706 -4.276905 -0.6995 -0.0261 0.3461
Mg 0.046727 1.025882 3.197773 0.2207 0.0403 -1.6837
O 1.894839 0.621422 -3.919321 0.5890 -2.3876 0.9659
C -4.527594 3.122564 3.828294 0.3158 0.6338 -1.1486
H -4.203244 3.676433 4.709267 0.7854 0.1390 -0.4906
H -2.894673 -2.505736 3.388614 0.2093 -0.0630 -0.2859
C -2.443301 -5.031508 -2.733454 -2.4858 -2.8965 0.0664
H 4.201695 1.503493 -0.226196 0.3910 0.3611 0.2038
N 3.801646 2.476143 1.641617 -2.1041 -0.6848 -0.3354
H -3.824951 -2.428255 5.774741 0.2132 -0.1742 -0.5415
O 1.750394 6.733568 -2.253095 -0.7224 -1.5328 1.4272
H 4.144502 -1.703450 0.479967 0.3478 0.2712 0.8408
C -4.223316 -1.518435 5.325707 -0.1212 1.4086 2.7978
O -0.564492 1.611851 1.327832 -0.7143 2.4264 -0.4496
H -2.562938 0.491218 5.866736 -0.0046 0.2426 -0.2435
H 1.004153 -1.575854 -5.054108 -0.3992 0.0199 0.0091
C -4.114757 2.491861 1.423174 -0.2838 -0.5219 0.4407
H 2.905833 5.024901 -3.708011 0.2225 -0.1016 0.2422
H 4.618133 -0.739337 -2.970983 -0.2555 -0.1035 -0.1936
H 0.458417 2.845420 -2.159096 -0.1750 -0.3536 0.1327
C 3.890764 -2.705974 0.824436 -1.2743 -0.5129 -0.2638
H 4.969788 0.746948 1.253275 0.1523 0.1740 -0.2012
H -3.847643 1.444592 1.564521 0.0657 -0.2337 -0.0380
H -2.740281 -1.047124 -2.529041 -0.1822 0.1327 -0.0107
H -5.269869 -1.661430 5.056682 0.3397 0.0070 -1.0606
H 0.490303 -2.994872 0.302476 0.1021 0.3171 0.2903
C 3.770843 -0.152621 -2.616069 0.2705 0.9770 0.0482
```
Positions in Å, forces in eV/Å.

- net charge = +1
- HOMO-LUMO gap (Ha) = 0.29686
- spin multiplicity = 1
- HOMO level (eV) = -11.11
- E_tot (a.u.) = -2286.3793

Partial charges, Mulliken, in e:
1. H 0.297
2. C 0.099
3. H 0.367
4. H 0.585
5. C -0.392
6. C 0.978
7. O -0.618
8. H 0.271
9. C -0.725
10. H 0.397
11. H 0.044
12. C -0.921
13. C -0.794
14. H 0.403
15. H 0.568
16. H 0.204
17. H 0.297
18. C -0.933
19. H 0.438
20. C 0.362
21. H 0.280
22. H -0.233
23. C 0.144
24. C -0.736
25. H 0.384
26. H 0.317
27. H -0.083
28. C 0.182
29. N 0.304
30. H 0.277
31. H 0.440
32. N 0.202
33. H 0.346
34. C -0.603
35. O -0.966
36. H -0.038
37. C -0.340
38. O -0.602
39. C -0.990
40. O -0.259
41. C -1.369
42. H 0.247
43. H -0.149
44. H 0.352
45. H 0.388
46. O 0.062
47. H -0.049
48. H -0.079
49. H 0.222
50. C 0.639
51. H 0.375
52. H 0.281
53. O -0.119
54. O -0.588
55. C -0.793
56. H 0.380
57. C 0.174
58. N 0.113
59. C 0.001
60. H -0.182
61. H 0.331
62. H -0.162
63. N 0.082
64. H 0.341
65. H 0.271
66. H 0.260
67. H 0.336
68. O -0.528
69. H 0.375
70. H 0.340
71. Mg 1.366
72. O -0.575
73. C -1.009
74. H 0.309
75. H 0.380
76. C 0.542
77. H 0.392
78. N 0.238
79. H 0.390
80. O -0.602
81. H 0.067
82. C -0.995
83. O -0.875
84. H 0.362
85. H 0.442
86. C -0.753
87. H 0.365
88. H 0.450
89. H 0.384
90. C -0.851
91. H 0.383
92. H 0.134
93. H -0.024
94. H 0.342
95. H 0.201
96. C -0.571


C6H5O8 | ωB97M-V with the def2-TZVPD basis set

The geometry in XYZ format:
```
19
Properties=species:S:1:pos:R:3:forces:R:3
O -2.793414 0.247465 -0.888485 0.4977 -0.4179 0.1656
O 0.830150 0.472351 0.158346 -1.3946 -0.0858 -0.3335
O 3.481072 1.665720 -2.062690 -0.9334 -1.2892 1.6115
C -1.572801 -1.053619 2.056423 0.4608 -0.8432 2.5491
O 0.183106 -2.240006 0.579676 1.4897 1.4605 1.2150
C 2.880874 0.836383 -1.260474 2.3378 -2.0586 -1.4295
H -0.464771 -0.567342 -1.214464 0.4179 1.0662 0.8971
O -1.838889 2.029160 0.144916 0.4187 -3.1302 -0.6543
H -1.714002 -1.817367 0.054237 0.7500 0.8589 0.5368
H 0.691365 1.357620 -1.710781 2.0330 0.1637 1.0545
C 1.491785 1.342225 -0.847656 -3.2550 -2.1441 0.1044
O -0.840099 -1.112351 3.086112 1.5274 0.0226 -0.6198
O -2.808937 -0.939988 2.233828 -0.4070 0.0322 -2.0528
C -1.849263 0.772528 -0.264921 0.2714 4.3643 -0.0433
H 0.876563 -1.561758 0.811533 0.2511 -1.5226 -0.3219
C -0.873941 -1.322684 0.634937 -3.1745 -0.3694 -0.1961
C -0.515364 -0.078428 -0.177766 0.0095 -0.3878 -1.6864
O 3.333582 -0.359613 -0.921753 -1.5842 3.9318 -0.7539
H 1.502984 2.329706 -0.411019 0.2837 0.3487 -0.0423
```
Positions in Å, forces in eV/Å.

- net charge = -3
- HOMO-LUMO gap (Ha) = 0.23628
- spin multiplicity = 1
- HOMO level (eV) = 2.06
- E_tot (a.u.) = -833.4064

Partial charges, Mulliken, in e:
1. O -0.699
2. O -0.346
3. O -0.775
4. C 0.240
5. O -0.583
6. C 0.463
7. H 0.173
8. O -0.812
9. H 0.333
10. H 0.219
11. C -0.347
12. O -0.800
13. O -0.736
14. C 0.556
15. H 0.464
16. C -0.058
17. C 0.152
18. O -0.724
19. H 0.279


C14H13NO5 | ωB97M-V with the def2-TZVPD basis set

The geometry in XYZ format:
```
33
Properties=species:S:1:pos:R:3:forces:R:3
H -6.733322 2.238652 -0.526487 0.0438 -0.0574 -0.0681
H -5.404756 2.008500 -1.689451 -0.0158 -0.0302 0.0354
C -3.527537 0.047539 -0.874682 -0.2929 0.1727 -0.0318
C -1.965729 0.047319 1.424534 -0.0042 -0.0448 -0.1758
H -1.392427 0.031028 2.339791 0.0457 0.0020 0.0886
C 4.528326 0.337997 -0.150384 -0.0647 -0.1982 -1.1328
H 4.566483 0.044075 -2.314731 0.1308 0.0885 -0.1713
H 1.783592 -2.789761 0.773248 0.1346 0.1500 0.1354
H -6.300270 0.595750 -1.059494 0.0273 0.0373 0.0033
C -1.554002 -0.687249 0.312511 -0.3093 0.0204 -0.2143
C 2.937930 -1.071879 0.283787 -0.2330 -0.4886 -0.8081
H -2.044476 -1.271732 -1.672833 0.0188 -0.0557 -0.0614
C -2.357296 -0.684587 -0.822671 0.2623 -0.0644 0.2087
O 3.784091 -0.196685 0.843679 0.1459 0.1922 0.4406
C -3.135693 0.771634 1.385665 -0.2051 0.1319 -0.0734
O -5.053116 1.543098 0.303471 0.2592 -0.0602 0.2471
O 6.204015 1.743054 -0.924042 0.0481 -0.0443 -0.4692
O -0.183729 -2.472813 -0.447551 0.0360 -0.1527 -0.2697
H 2.566447 -1.714906 -1.766547 -0.1619 -0.1668 -0.0995
C -3.927811 0.788894 0.233724 0.1772 -0.0672 0.1255
O 5.794103 1.753169 1.276978 -0.1030 -0.1046 0.0006
H 6.872253 2.399322 -0.671060 -0.2135 -0.1524 0.2101
H 2.329818 -1.817492 2.181003 -0.0138 -0.0946 -0.0993
C -5.909115 1.587902 -0.813828 -0.1512 0.0057 -0.2104
N 0.662767 -1.118591 1.144972 0.0925 0.1213 0.3105
C 3.114929 -1.107955 -1.076198 -0.1624 -0.1323 0.6488
C 5.546579 1.330452 0.176407 0.1974 0.2743 0.5071
H -4.119256 0.029937 -1.776053 -0.0685 0.0230 -0.0640
H 0.603688 -0.215738 1.587153 -0.0845 -0.0528 -0.0906
C 1.952120 -1.779875 1.156520 0.0880 0.0969 -0.0271
H -3.469943 1.336675 2.241441 -0.0370 0.0544 0.1038
C -0.315668 -1.508355 0.281314 0.0477 0.1216 0.2529
C 4.147003 -0.197368 -1.360172 0.3654 0.4751 0.7485
```
Positions in Å, forces in eV/Å.

- net charge = 0
- HOMO-LUMO gap (Ha) = 0.34692
- spin multiplicity = 1
- HOMO level (eV) = -8.82
- E_tot (a.u.) = -972.2659

Partial charges, Mulliken, in e:
1. H 0.240
2. H 0.338
3. C -0.268
4. C -0.432
5. H 0.417
6. C 0.306
7. H 0.519
8. H 0.389
9. H 0.341
10. C 0.294
11. C 0.633
12. H 0.416
13. C -0.878
14. O -0.319
15. C -0.669
16. O -0.445
17. O -0.440
18. O -0.661
19. H 0.570
20. C 0.898
21. O -0.571
22. H 0.348
23. H 0.330
24. C -0.833
25. N -0.164
26. C -0.522
27. C 0.134
28. H 0.387
29. H 0.268
30. C -1.106
31. H 0.428
32. C 0.373
33. C -0.320


Calculated energy above the lowest of the compared OMol25 structures with the same formula, charge and spin, 46.2; 35.5; 23.1 kcal per mole (same order as the records).